# 1
This record from OMol25 describes a structure of composition C4H8O. The level of theory is the ωB97M-V functional and the def2-TZVPD basis.

Kohn-Sham gap = 8.779 eV
relative energy (zero: lowest compared OMol25 entry of this formula, charge and spin) = 569.01 kJ/mol
2S+1 = 1
molar mass = 72.11 Da
HOMO = -0.2853 Ha

Each line ends with the Löwdin charge.
CARTESIAN COORDINATES (ANGSTROEM)
C: -1.465 -0.704 0.225  -0.11
C: -0.200 0.016 0.575  -0.18
C: 1.574 -0.514 -0.225  -0.01
C: -0.119 1.403 0.122  -0.22
O: 0.449 0.609 -0.914  -0.16
H: -2.106 -0.677 1.117  0.08
H: -2.018 -0.255 -0.614  0.08
H: -1.277 -1.760 -0.002  0.07
H: 1.349 -1.539 0.075  0.06
H: 2.189 -0.015 0.519  0.08
H: 2.079 -0.539 -1.199  0.08
H: -1.024 1.867 -0.274  0.12
H: 0.569 2.108 0.595  0.11

# 2
This record from OMol25 describes a cluster of 16 separate species, C2H35O16 in total. The level of theory is the ωB97M-V functional and the def2-TZVPD basis.

net charge = -1
Kohn-Sham gap = 8.664 eV
relative energy (zero: lowest compared OMol25 entry of this formula, charge and spin) = 142.91 kJ/mol
2S+1 = 1
molar mass = 315.29 Da
HOMO = -0.2421 Ha

Each line ends with the Löwdin charge.
CARTESIAN COORDINATES (ANGSTROEM)
C: 16.398 19.391 -5.014  -0.10
C: 15.596 20.225 -4.112  -0.37
O: 14.301 19.863 -4.543  -0.41
H: 17.463 19.546 -4.859  0.08
H: 16.059 19.672 -6.031  0.08
H: 16.101 18.366 -4.806  0.09
H: 15.770 21.310 -4.368  0.13
H: 15.730 20.069 -3.068  0.07
O: 14.869 19.646 -8.694  -0.08
H: 14.919 20.278 -8.015  -0.07
H: 15.175 18.786 -8.332  -0.03
O: 13.098 22.984 -3.796  -0.06
H: 12.299 22.974 -3.214  0.06
H: 13.232 22.122 -4.162  -0.03
O: 16.282 21.326 -0.660  -0.03
H: 15.922 20.446 -0.722  -0.03
H: 17.084 21.175 -0.190  0.02
O: 11.733 20.559 -5.017  -0.06
H: 12.599 20.355 -4.710  -0.05
H: 11.649 20.188 -5.913  0.05
O: 16.754 17.124 -2.062  -0.06
H: 17.221 17.924 -2.382  -0.01
H: 16.636 17.211 -1.117  0.03
O: 18.047 19.370 -2.284  -0.01
H: 17.433 20.096 -2.245  0.02
H: 18.603 19.457 -1.535  0.06
O: 14.532 21.430 -6.759  -0.04
H: 14.614 22.353 -6.490  0.07
H: 14.511 20.883 -5.990  -0.04
O: 14.082 17.723 -3.007  -0.03
H: 14.915 17.513 -2.663  -0.04
H: 14.272 18.557 -3.454  -0.02
O: 14.769 19.001 -0.292  -0.05
H: 14.632 18.084 -0.452  0.02
H: 14.167 19.445 -0.880  -0.01
O: 13.553 17.972 -6.268  -0.02
H: 13.089 18.230 -7.051  0.05
H: 13.802 18.732 -5.763  -0.02
O: 18.273 18.576 -7.246  -0.03
H: 17.591 19.124 -6.899  -0.02
H: 18.132 18.572 -8.185  0.05
O: 15.708 17.257 -7.816  -0.06
H: 16.623 17.063 -7.701  0.02
H: 15.133 17.507 -7.066  0.01
O: 14.949 15.650 -4.628  -0.07
H: 14.827 15.290 -3.744  0.03
H: 14.830 16.601 -4.560  -0.02
O: 18.828 17.224 -4.608  -0.04
H: 19.055 17.942 -4.017  0.01
H: 18.532 17.720 -5.362  -0.03
O: 13.132 20.375 -2.097  -0.06
H: 13.648 20.332 -2.925  -0.01
H: 13.029 21.313 -1.829  0.07

# 3
This record from OMol25 describes a cluster of 2 separate species, C4H12N4 in total. The level of theory is the ωB97M-V functional and the def2-TZVPD basis.

Kohn-Sham gap = 9.927 eV
relative energy (zero: lowest compared OMol25 entry of this formula, charge and spin) = 182.85 kJ/mol
2S+1 = 1
SMILES string = [H]/N=C(/C)NN.[H]/N=C/C
molar mass = 116.17 Da
HOMO = -0.3291 Ha

Each line ends with the Löwdin charge.
CARTESIAN COORDINATES (ANGSTROEM)
H: -1.124 -1.412 -1.392  0.02
N: -1.575 -1.486 -0.483  0.11
C: -1.500 -0.446 0.244  -0.49
C: -2.461 -0.285 1.390  -0.05
N: -0.953 0.796 -0.190  -0.08
N: -0.495 1.098 -1.486  0.00
H: -1.966 0.160 2.251  0.07
H: -3.290 0.360 1.102  0.08
H: -2.862 -1.259 1.655  0.07
H: -1.088 1.615 0.386  0.12
H: 0.381 0.580 -1.637  0.02
H: -1.110 0.721 -2.207  0.07
H: 1.089 -1.878 -0.910  0.05
N: 1.476 -0.938 -0.934  0.05
C: 1.930 -0.470 0.144  -0.32
C: 2.759 0.762 0.226  -0.09
H: 1.895 -1.137 1.090  0.13
H: 3.809 0.527 0.057  0.08
H: 2.418 1.478 -0.519  0.07
H: 2.665 1.213 1.213  0.07

# 4
This record from OMol25 describes the molecule C7H9ClN4. The level of theory is the ωB97M-V functional and the def2-TZVPD basis.

Kohn-Sham gap (spin up / spin down) = 8.113 / 6.727 eV
relative energy (zero: lowest compared OMol25 entry of this formula, charge and spin) = 405.01 kJ/mol
2S+1 = 1
molar mass = 184.63 Da
HOMO (spin up / spin down) = -0.2920 / -0.2799 Ha

Each line ends with the Löwdin charge.
CARTESIAN COORDINATES (ANGSTROEM)
C: -2.927 2.114 0.570  -0.13
C: -1.204 1.226 1.656  -0.07
C: -2.447 1.911 1.867  -0.69
C: 0.523 -0.302 -2.190  -0.07
C: 1.039 -1.795 -1.631  -0.16
C: 1.185 -1.754 -0.185  -0.18
C: 2.365 -1.226 0.491  -0.14
N: -2.029 1.656 -0.353  0.08
N: 0.074 0.589 -1.450  0.02
N: -1.020 1.206 0.341  -0.25
N: 0.088 0.596 -0.113  0.08
Cl: -3.183 2.293 3.356  0.65
H: -3.793 2.558 0.220  0.08
H: -0.336 0.950 2.259  0.13
H: 0.818 -0.132 -3.180  0.08
H: 0.270 -2.589 -1.911  0.12
H: 2.015 -1.972 -2.166  0.12
H: 0.287 -1.854 0.444  0.10
H: 3.093 -1.907 0.391  0.02
H: 2.259 -1.194 1.618  0.10
H: 2.921 -0.375 -0.035  0.12